(P)
Density functional theory data (the ωB97M-V functional and the def2-TZVPD basis) for H4OSSi in the gas phase.

Each line ends with the Mulliken charge.
Element x y z (Å)
O: 1.13743 1.09455 0.14722  -0.409
Si: 0.21333 -0.14870 -0.30666  0.503
S: -1.68975 0.59409 0.13693  -0.295
H: 1.98271 0.90748 0.54937  0.316
H: 0.35369 -0.76952 -1.62614  -0.106
H: 0.15287 -1.04815 0.83234  -0.126
H: -2.15028 -0.62975 0.26694  0.118

HOMO energy, eV: -9.313
HOMO-LUMO gap, Ha: 0.3621
E_LUMO, eV: 0.54
Net charge: 0

(Q)
Density functional theory data (the ωB97M-V functional and the def2-TZVPD basis) for a molecular structure, H4OSSi.

Each line ends with the Mulliken charge.
Element x y z (Å)
O: -1.93260 0.04344 0.14032  -0.402
Si: -0.37786 -0.21231 -0.30211  0.521
S: 2.44256 -0.31785 0.14044  -0.503
H: -2.35593 0.85236 -0.05214  0.336
H: 0.14127 0.95885 -0.90758  -0.013
H: -0.40613 -1.66899 -0.32510  -0.016
H: 2.48868 0.34450 1.30616  0.077

HOMO energy, eV: -8.213
HOMO-LUMO gap, Ha: 0.2689
E_LUMO, eV: -0.89
Net charge: 0

Quick one: least stable of them? (Q)

(P)
Density functional theory data (the ωB97M-V functional and the def2-TZVPD basis) for 2 unconnected molecules or ions with the total composition C2H7N4S.

Each line ends with the Mulliken charge.
Element x y z (Å)
C: -1.37643 0.40460 -2.04766  0.448
C: 1.42682 -0.25462 1.62742  -0.706
N: -0.82833 -0.93415 -0.11673  -0.879
N: -0.97107 -0.27557 -1.14181  0.486
N: 0.24092 0.47957 1.39420  -0.129
N: -1.60226 1.02620 -3.16223  -0.366
S: 0.17398 1.79326 0.44458  0.025
H: 1.00480 -1.30605 1.88323  0.312
H: 2.01046 -0.52794 0.69674  0.318
H: 1.94105 0.13150 2.48492  0.345
H: -0.30404 -1.75672 -0.06649  0.264
H: -0.51817 0.35923 2.17873  0.360
H: -2.50925 1.00174 -3.61104  0.258
H: -0.91397 1.57974 -3.66323  0.264

HOMO energy (alpha / beta), eV: -12.905 / -12.980
HOMO-LUMO gap (alpha / beta), Ha: 0.2493 / 0.2544
E_LUMO (alpha / beta), eV: -6.12 / -6.06
Net charge: +1

(Q)
Density functional theory data (the ωB97M-V functional and the def2-TZVPD basis) for a gas-phase ion, C2H7N4S (charge +1).

Each line ends with the Mulliken charge.
Element x y z (Å)
C: 0.40999 -1.22720 -0.35145  0.118
C: 0.36601 0.37554 -2.27620  -0.165
N: 0.58123 -0.49334 -1.42696  -0.082
N: -0.21004 -0.60902 0.63371  0.431
N: -0.55707 -1.27092 1.83602  -0.725
N: -0.38709 0.73589 0.28345  -0.579
S: 0.01130 1.96528 1.54159  -0.067
H: 0.77120 -2.23600 -0.20912  0.419
H: 1.08389 1.13856 -2.47282  0.281
H: -0.35646 0.22304 -3.20741  0.254
H: -1.53234 -0.98394 2.02019  0.299
H: 0.02040 -0.93981 2.65058  0.313
H: -1.36814 0.98187 -0.10048  0.342
H: 1.16712 2.34004 1.07891  0.163

HOMO energy, eV: -13.905
HOMO-LUMO gap, Ha: 0.3476
E_LUMO, eV: -4.45
Net charge: +1

Quick one: least stable of them? (P)

(P)
Density functional theory data (the ωB97M-V functional and the def2-TZVPD basis) for 3 unconnected molecules or ions with the total composition C3H8N2O4.

Each line ends with the Mulliken charge.
Element x y z (Å)
C: -2.48275 -0.88610 -0.95271  -0.970
C: -1.18052 -0.49855 -0.61605  0.668
N: -2.07814 0.65714 2.36122  -0.409
O: -2.11719 0.08075 1.09074  -0.530
N: 0.01442 -0.29990 -0.65379  -0.470
H: -1.43812 0.11819 2.94126  0.231
H: -1.72391 1.60769 2.27441  0.230
H: 0.58597 -0.53562 -1.47157  0.201
H: -2.91115 -0.30771 -1.76818  0.283
H: -2.95993 -0.48377 0.16410  0.403
H: -2.60633 -1.96326 -1.04105  0.283
C: 3.11196 0.36987 -0.48156  0.686
O: 4.37205 0.73204 -0.19921  -0.452
O: 2.32207 0.67059 0.53442  -0.451
O: 2.77696 -0.15330 -1.52427  -0.596
H: 1.39787 0.39641 0.30491  0.528
H: 4.91675 0.49554 -0.96267  0.363

HOMO energy, eV: -8.344
HOMO-LUMO gap, Ha: 0.3257
E_LUMO, eV: 0.52
Net charge: 0

(Q)
Density functional theory data (the ωB97M-V functional and the def2-TZVPD basis) for a molecular structure, C3H8N2O4.

Each line ends with the Mulliken charge.
Element x y z (Å)
C: 0.61817 -0.51276 1.47104  -1.468
C: -0.43400 -0.60181 0.38922  1.052
N: -1.10857 -1.80201 0.31072  -0.454
O: -1.28770 0.48280 0.29075  -0.493
H: -1.88851 -1.83014 -0.32857  0.223
H: -0.92651 -2.53660 0.97520  0.213
H: 0.11808 -0.59276 2.43618  0.406
H: 1.34542 -1.31613 1.36013  0.366
H: 1.12319 0.44751 1.42472  0.332
N: 0.31555 -0.16999 -1.08077  -0.248
C: -0.66666 1.36653 -0.81091  0.703
O: 1.71497 -0.03833 -1.21381  -0.405
O: 0.37711 2.10316 -0.25855  -0.513
O: -1.43726 1.86381 -1.59504  -0.631
H: 1.87850 0.88607 -0.95938  0.365
H: 0.26404 3.01207 -0.56752  0.287
H: -0.00582 -0.76142 -1.84341  0.265

HOMO energy, eV: -9.375
HOMO-LUMO gap, Ha: 0.3690
E_LUMO, eV: 0.67
Net charge: 0

Quick one: least stable of them? (P)

(P)
Density functional theory data (the ωB97M-V functional and the def2-TZVPD basis) for C12H21N7O3 in the gas phase.

Each line ends with the Mulliken charge.
Element x y z (Å)
C: -1.80312 1.76206 -0.23701  0.729
C: -2.22265 0.31056 -0.49675  -0.290
C: -1.17284 2.23207 -1.55995  -0.367
C: 0.26248 2.57504 -1.33610  -0.087
C: 0.85853 3.76595 -1.65957  -0.670
C: 2.23547 2.47832 -0.68396  -0.449
C: -1.68900 -2.04928 -0.28164  -0.022
C: -2.97556 -2.67383 0.28859  0.084
C: -0.54180 -2.98396 0.21075  -0.796
C: 0.63088 -2.61103 -0.57643  -0.630
C: 1.44457 -1.44110 -0.34120  0.591
C: 2.46009 -0.65696 1.82721  0.215
H: -0.82987 2.71873 0.98266  0.410
H: -0.23977 1.26398 1.11752  0.079
H: -2.77808 2.24875 -0.19644  0.518
H: -1.03642 1.44235 -2.27672  0.259
H: -1.85471 3.12426 -1.94936  0.273
H: 0.45938 4.56822 -2.33873  0.334
H: 3.06843 2.01518 -0.10324  0.399
H: 2.85975 4.50145 -0.95309  0.229
H: -1.52641 -0.44042 1.23952  0.444
H: -1.67788 -2.11994 -1.41427  0.442
H: -0.80116 -4.01193 0.12944  0.405
H: -0.48489 -2.64386 1.33917  0.249
H: 1.47608 -3.37847 -0.63298  0.230
H: 0.27175 -2.44833 -1.61899  0.307
H: 2.16165 -1.22848 -1.32844  0.182
H: 0.82010 -0.56518 -0.26609  -0.370
H: 3.22474 -1.97566 0.48505  0.333
H: 4.19679 -0.97118 2.38105  0.219
H: 0.45035 -0.57574 2.36630  0.242
H: 1.54545 0.86437 2.50215  0.257
H: -4.52660 -2.25506 1.11008  0.359
N: -1.08484 1.82318 1.07792  -0.785
N: 1.26092 1.68249 -0.87221  0.018
N: 2.16664 3.76095 -1.10404  -0.096
N: -1.51207 -0.71118 0.19154  -0.214
N: 2.35567 -1.60386 0.80751  -0.225
N: 3.40983 -0.35668 2.58534  -0.767
N: 1.21809 0.04979 1.95284  -0.384
O: -3.01111 0.02590 -1.40930  -0.679
O: -3.30088 -3.76918 0.13078  -0.522
O: -3.76797 -1.74230 0.91110  -0.451

HOMO energy, eV: -8.899
HOMO-LUMO gap, Ha: 0.3495
E_LUMO, eV: 0.61
Net charge: 0

(Q)
Density functional theory data (the ωB97M-V functional and the def2-TZVPD basis) for C12H21N7O3 in the gas phase.

Each line ends with the Mulliken charge.
Element x y z (Å)
C: -1.89852 0.15995 1.57719  0.054
C: -0.83081 1.04505 0.90562  0.598
C: -3.31277 0.38439 0.87947  -1.175
C: -3.44663 -0.12685 -0.56761  -0.383
C: -2.86179 -1.56201 -0.78742  -0.980
C: -0.37558 -2.06614 -1.05957  -0.045
C: 1.11412 1.66142 -0.40341  -0.437
C: 0.56108 2.61205 -1.47865  0.444
C: 2.29536 0.87539 -1.07023  -0.974
C: 3.04092 0.08626 -0.13125  0.324
C: 3.99921 0.65460 0.64917  -0.579
C: 3.84083 -1.44741 1.10582  -0.507
H: -2.36916 1.31025 3.13770  0.359
H: -1.10162 0.26964 3.28042  0.361
H: -1.56889 -0.80529 1.32782  0.464
H: -3.59902 1.49572 1.01020  0.318
H: -4.09492 -0.21855 1.41334  0.353
H: -4.55744 -0.00452 -0.72158  0.383
H: -3.06027 0.58293 -1.29970  0.362
H: -2.65537 -2.13080 0.10911  0.595
H: -3.70343 -2.11434 -1.32500  0.255
H: -1.60284 -1.44056 -2.49342  0.237
H: 0.71569 -2.30883 0.51403  0.239
H: 0.55866 -2.67426 -2.88125  0.245
H: 1.50037 -1.96401 -1.58279  0.235
H: -0.02408 -0.26202 -0.44447  -0.188
H: 1.39018 2.29077 0.45288  0.662
H: 3.09084 1.42966 -1.56900  0.559
H: 1.81513 0.34042 -1.94853  0.360
H: 4.42424 1.62971 0.68262  0.505
H: 4.09198 -2.37474 1.61286  0.427
H: 5.16487 -0.40436 2.22094  0.234
H: -0.41990 3.38215 -0.00220  0.448
N: -2.07172 0.32025 2.99656  -0.683
N: -1.65659 -1.75584 -1.51720  -0.198
N: -0.26270 -2.17422 0.21316  -0.609
N: 0.58745 -2.08000 -2.07174  -0.362
N: 0.05367 0.69013 -0.04585  0.584
N: 2.99012 -1.28661 0.10212  -0.375
N: 4.52886 -0.31685 1.42262  -0.117
O: -0.72728 2.23302 1.37577  -0.895
O: 0.76323 2.47369 -2.63660  -0.537
O: -0.32549 3.59078 -0.95194  -0.560

HOMO energy, eV: -8.852
HOMO-LUMO gap, Ha: 0.3419
E_LUMO, eV: 0.45
Net charge: 0

Quick one: least stable of them? (P)

(P)
Density functional theory data (the ωB97M-V functional and the def2-TZVPD basis) for C4H6O4 in the gas phase.

Each line ends with the Mulliken charge.
Element x y z (Å)
C: 0.58764 -0.70446 0.35104  0.029
C: -0.08527 -0.54152 -0.96068  -0.870
C: -0.38413 0.28601 0.28458  1.116
C: -0.26957 1.78324 0.09624  -0.008
H: 0.58147 -2.55131 0.94333  0.309
H: 1.62385 -0.33321 0.27649  0.224
H: -0.75747 -1.26123 -1.27666  0.494
H: 1.51323 0.50988 -1.76711  0.365
H: -1.76935 -0.16694 1.90625  0.339
H: -1.42252 2.36903 0.18359  0.228
O: 0.45342 -1.69629 1.24434  -0.510
O: 0.76286 -0.12940 -2.01055  -0.586
O: -1.64987 0.18894 0.92214  -0.615
O: 0.81571 2.24726 -0.19299  -0.517

HOMO energy, eV: -9.086
HOMO-LUMO gap, Ha: 0.3528
E_LUMO, eV: 0.51
Net charge: 0

(Q)
Density functional theory data (the ωB97M-V functional and the def2-TZVPD basis) for C4H6O4 in the gas phase.

Each line ends with the Mulliken charge.
Element x y z (Å)
C: -0.23559 -0.97983 0.12814  -0.282
C: -1.23351 0.10298 0.50935  -0.118
C: 0.23020 -0.03570 1.09193  -0.202
C: 1.44242 0.43978 0.20869  0.556
H: 0.88807 -0.87383 -1.41426  0.292
H: -0.52686 -1.88975 0.46800  0.493
H: -2.15650 0.02477 1.25759  0.301
H: -1.05130 0.25776 -1.30543  0.488
H: 0.72328 -0.19927 2.09418  0.370
H: -0.00096 1.72804 -0.47719  0.409
O: 0.00878 -0.95932 -1.35113  -0.546
O: -1.50661 0.93817 -0.57405  -0.676
O: 0.92245 1.57734 -0.46981  -0.513
O: 2.49612 -0.13114 -0.16600  -0.572

HOMO energy, eV: -10.437
HOMO-LUMO gap, Ha: 0.4055
E_LUMO, eV: 0.60
Net charge: 0

Quick one: least stable of them? (Q)

(P)
Density functional theory data (the ωB97M-V functional and the def2-TZVPD basis) for a molecular structure, C4H6O4.

Each line ends with the Mulliken charge.
Element x y z (Å)
C: -1.12173 0.71126 0.22836  0.081
C: -1.81119 -0.45755 -0.40427  -0.457
C: -0.10669 -0.30088 0.72550  0.189
C: 1.24226 -0.13323 0.09545  0.428
H: 0.12380 2.22652 -0.02908  0.387
H: -1.70103 0.96479 1.11130  0.263
H: -2.87928 -0.51914 -0.05837  0.296
H: -1.68069 -0.49580 -1.55472  0.269
H: -0.04703 -0.25715 1.87058  0.353
H: 0.81252 -1.75475 -0.72591  0.400
O: -0.65115 1.81039 -0.53330  -0.572
O: -0.91853 -1.45251 0.35723  -0.517
O: 1.56682 -1.03112 -0.75579  -0.484
O: 2.02233 0.78797 0.37135  -0.637

HOMO energy, eV: -10.375
HOMO-LUMO gap, Ha: 0.4034
E_LUMO, eV: 0.60
Net charge: 0

(Q)
Density functional theory data (the ωB97M-V functional and the def2-TZVPD basis) for a molecular structure, C4H6O4.

Each line ends with the Mulliken charge.
Element x y z (Å)
C: 0.87155 0.69428 -0.45777  0.460
C: 0.56548 0.31110 0.96599  -0.324
C: -0.31462 1.11800 1.65042  -0.507
O: 2.03434 0.12807 -0.85747  -0.443
O: 0.24615 1.48831 -1.13847  -0.588
H: 2.16676 0.42724 -1.77533  0.358
H: 1.45958 -0.04437 1.47807  0.436
H: -0.64168 0.86317 2.65109  0.286
H: -0.89203 1.87677 1.13260  0.255
C: -0.73120 -1.52712 -0.62119  0.439
O: -1.96918 -1.01152 -0.59584  -0.390
O: -0.26258 -2.11419 -1.56296  -0.515
H: -2.31815 -1.06791 -1.50859  0.315
H: -0.21441 -1.14181 0.63943  0.218

HOMO energy, eV: -9.406
HOMO-LUMO gap, Ha: 0.3335
E_LUMO, eV: -0.33
Net charge: 0

(R)
Density functional theory data (the ωB97M-V functional and the def2-TZVPD basis) for a molecular structure, C4H6O4.

Each line ends with the Mulliken charge.
Element x y z (Å)
C: 1.43634 -0.47385 0.38462  0.096
C: -0.59113 1.16339 0.08570  0.901
C: -1.24513 -0.02836 0.25484  -0.165
C: -1.92810 -0.97951 -0.34576  -0.969
O: 2.71880 -0.23949 0.60925  -0.423
O: 1.13721 -1.07929 -0.75716  -0.468
O: -1.27214 2.33472 0.18223  -0.475
O: 0.71029 1.24961 0.09305  -0.543
H: 0.38898 -1.71653 -0.56659  0.416
H: 3.10524 0.19279 -0.17082  0.359
H: -0.61704 3.03987 0.07765  0.341
H: 0.91266 -0.82792 1.27759  0.420
H: -2.31886 -0.88986 -1.35738  0.258
H: -2.43714 -1.74558 0.23279  0.250

HOMO energy, eV: -7.779
HOMO-LUMO gap, Ha: 0.3056
E_LUMO, eV: 0.54
Net charge: 0

Quick one: least stable of them? (R)